13 unconnected molecules or ions with the total composition C61H160N14O19 in a non-equilibrium geometry. Source: the Open Molecules 2025 dataset; level of theory: ωB97M-V/def2-TZVPD.

Output
ΔE to the lowest compared entry with this formula, charge and spin (kJ/mol): 0.0
Kohn-Sham gap (hartree): 0.3059
E_tot (eV): -125600.4049
Charge: 0
Multiplicity: 1

Structure (XYZ):
```
254
Properties=species:S:1:pos:R:3:forces:R:3:lowdin_charge:R:1
N -4.276968 -2.177487 2.487966 2.982 -0.550 0.346 0.183
H 0.628592 2.182243 -6.763694 -0.438 0.017 0.276 0.124
C -3.059588 -5.322257 4.326896 -2.095 1.642 0.000 -0.140
C 6.213772 -0.987537 -2.372984 -0.802 -0.421 -0.417 -0.151
H -1.737278 8.047143 -5.581974 0.322 -0.018 -0.063 0.121
C -3.235328 -3.538087 -0.906104 -1.578 1.549 0.074 -0.131
H 2.120392 0.787323 -4.768164 -0.245 -0.738 -0.007 0.048
H 0.871582 5.516873 -2.502064 0.090 -0.103 -0.187 0.082
C -0.015358 9.049583 -0.472554 0.402 -0.771 0.919 -0.063
C 4.876072 2.292693 0.989976 0.155 1.076 1.972 -0.169
H 1.132352 -2.412227 7.494506 0.167 0.146 -0.011 0.089
C 1.830652 4.228743 2.519976 -1.177 -0.198 0.471 -0.188
H 6.074362 -4.606417 0.596696 -0.108 0.075 -0.271 0.071
H 4.432582 -0.779917 5.490936 0.124 -0.508 0.855 0.116
C 1.222812 2.068533 -5.857014 0.680 -0.054 0.529 -0.217
H 8.646402 1.760683 -7.181014 -0.001 0.044 -0.013 0.082
H -0.529938 0.000613 -5.814314 0.024 0.216 -0.153 0.123
H 2.543302 4.874133 2.006456 0.798 -0.220 0.301 0.123
H 1.621362 -3.763437 1.464756 -0.281 -0.949 0.012 0.084
N -1.470828 7.334793 -1.376844 0.396 -0.430 -0.359 0.069
H -0.200048 0.811803 6.305916 0.062 0.096 -0.012 0.062
H -0.817788 -8.278557 -1.471864 0.000 0.228 -0.245 0.080
H 0.891002 4.683883 2.206906 -0.513 -0.283 -0.092 0.097
H -5.043408 -4.697467 5.216276 0.076 -0.201 0.166 0.122
H -4.478228 5.520843 -6.199724 -0.128 -0.442 0.034 0.068
H -1.570168 7.577783 -2.352134 -0.220 1.107 0.050 0.017
H 9.325512 0.195483 -5.551064 0.395 -0.260 0.239 0.115
H 5.874092 -4.801187 2.329906 -0.148 0.052 0.266 0.083
C 1.084002 -3.017317 -3.049874 0.586 1.103 0.427 -0.108
H -6.934318 0.922443 0.157066 0.899 -0.498 0.272 0.085
C 0.228412 -0.018377 -5.031594 0.380 0.354 0.553 -0.172
C -3.566828 -5.178777 0.749186 -0.316 -0.967 1.326 -0.123
H -4.006018 5.916413 -3.493824 -0.261 -0.387 -0.056 0.068
C 2.535152 2.798233 -6.094234 -0.452 0.827 -0.088 -0.207
H 4.259712 -6.006627 -0.795994 -0.042 0.161 0.224 0.062
H -4.523178 1.583843 0.377726 0.566 -0.630 0.149 0.110
H -2.385108 2.395173 2.689716 0.529 -0.663 0.497 0.024
H 6.479002 4.703913 -0.822784 -0.474 0.200 0.519 0.079
H 2.708232 -8.383647 -1.206924 0.344 -0.183 0.287 0.123
H 2.338862 -0.044777 -1.896494 -0.736 0.264 -0.319 0.088
H 5.757652 1.654663 1.051986 -0.021 -0.231 -0.461 0.113
H -1.822318 3.515943 1.695626 0.766 0.100 -0.068 0.075
H -0.761588 9.173323 0.312256 -0.092 0.037 -0.038 0.078
H -2.613988 -5.197397 1.278206 0.384 0.779 0.093 0.072
H -3.449628 0.644063 3.954256 -0.853 0.450 -0.438 0.072
H -2.243158 -3.234017 -0.572594 0.444 -0.664 -0.291 0.102
H -3.391568 3.842873 -0.479144 0.367 0.247 0.032 0.056
C 1.233942 4.982163 -1.624064 0.028 0.282 0.568 -0.078
H 2.758652 -1.354607 1.295276 -0.305 -0.052 0.407 0.081
N 2.967252 1.948183 2.714896 0.626 1.346 -0.067 -0.060
O -5.978068 -1.547577 3.749816 -1.059 0.686 0.910 0.005
H 4.248952 -1.578947 -1.547374 -0.138 0.002 0.248 0.101
C 8.065632 -0.503997 -3.877424 2.179 -0.422 -0.378 -0.259
H -4.096468 9.776733 -4.878884 -0.368 1.176 -0.293 0.085
H 0.531612 7.606763 -1.905944 0.595 -0.298 0.153 0.123
H -2.792168 -5.739527 3.356086 0.106 -0.607 0.234 0.087
H -0.635698 -1.916587 -4.482414 -0.228 0.037 -0.187 0.102
H -6.922648 -1.143487 1.422356 0.180 -0.363 -0.298 0.100
O 0.356922 5.188883 -0.516084 -0.319 0.096 -0.265 -0.221
H 2.218962 5.352453 -1.339944 0.270 0.124 -0.199 0.093
O -2.619428 8.942273 -3.932864 0.765 -1.359 1.161 -0.222
H -7.911918 -8.675117 4.545326 -0.405 0.452 0.338 0.116
H -4.133798 3.690953 2.475266 0.357 0.363 0.286 0.130
H -0.502128 0.444193 1.872416 0.726 -0.426 0.592 0.100
H 3.971772 -3.249037 0.542766 0.251 -0.099 -0.485 0.093
H 8.666352 -1.349457 -3.542124 0.262 -0.298 -0.422 0.123
C -2.374118 7.785163 -4.737044 -1.061 -0.369 -0.166 -0.151
H -2.511778 -1.060817 8.507956 0.068 0.553 -0.379 0.084
C -1.807098 0.432693 4.951006 -0.768 -0.012 0.437 -0.431
N 2.766082 -6.074877 -3.697554 0.296 -0.186 -1.193 0.046
C -3.749638 3.251163 1.554886 -1.252 -0.951 -0.852 -0.349
H 4.331602 -1.448427 -3.317474 -0.257 -0.024 -0.179 0.123
H -1.350418 4.074343 -4.373784 -0.315 -0.114 -0.112 0.083
C -1.768508 3.840913 -3.394594 0.955 -0.751 -0.667 -0.075
H -7.450268 -10.878307 3.145876 0.243 0.451 -0.900 0.085
H -4.888798 -2.429707 -1.775274 -0.203 0.281 0.158 0.136
C 3.392732 -5.705607 -1.384074 -0.175 -1.169 -0.004 -0.043
H -3.456828 -6.027327 0.073936 -0.479 0.181 -0.761 0.091
H 7.147852 0.825833 -7.578124 0.423 -0.097 -0.560 0.084
O 4.250352 0.371063 -2.287064 2.773 -0.100 1.223 -0.222
H -4.328018 -5.417117 1.492076 0.080 -0.345 0.008 0.084
O 3.191322 3.139973 -4.859634 -0.328 -0.855 -0.542 -0.185
H 0.806032 -1.643097 5.915366 -0.047 -0.393 -0.202 0.062
H 1.635462 6.311913 4.146796 0.502 0.150 0.066 0.089
O -6.187228 -9.219537 3.708796 -0.046 -0.518 0.437 -0.192
O 5.718602 -2.812497 1.643986 -0.229 -1.359 -0.470 -0.183
H 1.336132 3.918763 -1.840474 -0.368 0.028 0.083 0.079
H 4.326362 -0.779287 0.919986 0.467 0.009 0.192 0.097
C 3.361022 -0.969387 5.427856 -0.628 -1.859 -0.366 -0.170
C -4.557368 6.625963 -4.110784 0.392 0.679 0.736 -0.065
H -2.846088 3.687453 -3.452614 -0.088 -0.217 -0.099 0.083
H -3.131288 1.905503 4.973456 -0.458 0.039 0.013 0.093
H -0.963008 0.254513 -1.829234 0.087 0.211 -0.696 0.102
H -5.495888 -1.913907 0.700936 -0.573 0.598 -0.334 0.068
C 0.352322 -1.479607 -4.627224 1.300 0.461 0.284 -0.197
H -5.057068 -5.222627 3.523616 -0.358 0.470 -0.084 0.085
H 0.961072 -3.548167 -0.148194 -0.356 -0.227 -0.221 0.071
H -6.891198 -6.537867 3.818796 0.112 -0.071 -0.403 0.110
C 1.382992 5.353443 4.600316 -0.734 0.764 0.506 -0.135
H 3.774442 0.125693 3.023066 -0.705 -0.138 0.307 0.029
H -0.151288 6.481673 0.935236 -0.420 0.292 -0.197 0.124
H -0.195788 -3.985527 1.200896 0.135 -0.416 -0.080 0.073
H 0.963012 9.158933 -0.004654 0.168 0.656 -0.123 0.074
C 4.639962 -0.990677 -2.377534 1.534 0.800 -0.054 -0.172
O 7.470692 0.992353 -5.589924 -0.240 1.506 -0.839 -0.237
H 1.407302 -0.639757 7.165686 -0.318 0.026 0.622 0.075
H 2.921942 0.026993 5.478306 -0.599 -0.062 -0.018 0.108
H -4.795068 4.602303 0.172576 -0.166 -0.178 0.303 0.077
H -3.024168 -2.418247 7.480256 -0.183 -0.166 0.391 0.085
N -5.009598 -6.824017 4.857826 -0.898 0.557 0.384 -0.068
O 1.032662 -7.663747 -2.062454 -1.212 -0.150 -0.497 -0.191
H 8.404272 0.299783 -3.223694 -0.020 0.621 0.087 0.118
N -6.099508 -1.725027 1.488376 -3.017 0.421 -2.760 0.183
H -3.458218 -0.962957 -3.333234 -0.244 -0.162 0.077 0.089
H 1.435062 6.734293 0.274016 0.364 0.129 0.076 0.115
N -2.365468 2.664683 1.716536 -2.059 1.812 0.222 0.054
H -0.707138 -3.941867 3.339836 -0.551 -1.076 -0.381 0.064
C -6.556618 -10.593727 3.701316 0.420 -0.371 1.062 -0.121
H 1.935552 2.699763 1.026836 0.282 0.083 -0.212 0.106
H 4.937482 2.632833 -3.858474 -0.239 0.302 0.135 0.078
H 4.077652 1.854813 0.390886 0.185 0.084 -0.471 0.100
H 4.499042 3.502783 2.710576 -0.264 0.188 0.147 0.107
C -0.479338 -1.437367 0.844566 0.269 0.132 0.065 -0.224
C 4.344662 2.447893 2.483686 0.356 -0.127 -1.767 -0.168
N 1.444322 0.689783 -5.512144 0.020 -1.790 -0.526 -0.052
O 5.279682 3.628313 0.601076 0.361 -0.008 -1.050 -0.225
C -0.806998 1.132233 -1.202044 0.050 -1.207 0.761 -0.200
O 1.093752 -1.648887 -3.396054 -0.640 0.571 -1.036 -0.219
C -3.667848 7.043413 -5.273774 -0.835 0.929 1.873 -0.429
H -7.215168 1.279123 1.966306 0.372 -0.656 -0.039 0.095
C -3.074978 -1.821997 -2.782524 1.110 -1.169 -0.726 -0.073
H 3.203262 2.304353 -6.799784 0.085 -0.501 0.261 0.119
H -6.659238 -8.937317 5.746456 0.401 -0.148 0.026 0.118
C -5.516538 -1.790657 2.647456 0.684 0.125 2.272 -0.789
H -0.204618 9.781163 -1.258084 0.181 -0.120 0.035 0.078
H 3.558462 -4.696057 -1.760164 0.060 -0.226 -0.259 0.056
H -0.624258 2.230513 5.340276 -0.125 -0.109 -0.271 0.081
H -0.178958 0.483413 -4.153904 -0.318 0.376 0.098 0.098
H 6.549362 -1.909767 -1.898694 0.153 -0.376 -0.482 0.110
H -3.184778 6.049253 -6.934414 0.416 -0.273 -0.385 0.071
H 3.944152 -3.605797 2.237046 -0.452 0.246 0.348 0.097
C -2.178348 -1.798627 7.778176 0.095 -0.601 -1.352 -0.062
H -3.993978 -2.397617 1.543746 0.742 -0.106 0.579 0.061
H 0.977682 2.171423 2.323366 -0.306 0.551 0.432 0.098
H 0.262252 1.342753 -1.223814 0.411 -0.022 0.245 0.105
O 0.662062 -2.112567 1.298526 -0.395 0.016 -0.150 -0.211
H 0.046722 -9.578057 -2.232914 0.608 -0.068 -0.148 0.088
O 2.824342 -1.891487 6.441546 0.960 0.761 -0.472 -0.199
H -3.683728 -2.213317 3.304596 -0.052 -0.571 -0.500 0.073
C -0.053368 7.621053 -0.986324 -1.830 -0.469 -0.532 -0.412
H 7.339422 -4.024107 1.691506 -0.036 -0.112 0.016 0.087
H 0.900762 -2.013147 -5.403514 -0.093 -0.287 -0.226 0.121
H -0.831038 -4.099227 5.111946 -0.081 -0.260 0.019 0.092
O -2.732558 -3.895787 4.207226 1.423 -0.998 0.363 -0.232
H 0.476492 -8.940267 -0.571404 0.217 -0.641 0.001 0.086
C 7.601422 1.576873 -6.931354 -0.538 -1.809 0.932 -0.060
H 3.558872 -2.695037 4.080206 0.340 0.233 0.338 0.107
H 1.796762 -5.794217 -3.655564 -0.164 -0.114 0.297 0.061
O 1.903662 4.264403 3.941786 0.869 -0.945 -0.572 -0.191
H 5.921542 3.124743 -1.322644 0.232 -0.261 -0.059 0.069
H 2.247452 3.706933 -6.622994 0.124 0.498 0.168 0.112
H -2.443268 10.275723 -5.406104 -0.203 0.247 -0.574 0.087
H 2.554932 -8.782897 -2.902574 -0.075 -0.123 -0.359 0.124
C -4.813658 2.119713 1.281366 2.162 0.673 -0.441 -0.213
C 6.262892 -4.133907 1.560696 0.385 0.856 0.043 -0.106
H -2.541198 2.101383 -1.833104 -0.709 0.201 0.979 0.123
C 3.200502 -1.665767 4.063236 0.402 2.189 -1.118 -0.175
H 2.791542 1.722623 -2.047894 -0.150 -0.052 0.103 0.091
N 6.712682 -0.814427 -3.765614 -2.452 -0.016 1.415 -0.060
H 4.991112 1.885103 3.157086 0.032 -0.075 -0.043 0.108
H -2.857128 -2.661607 -3.442604 -0.852 -0.219 -0.582 0.071
H 8.059492 -0.942737 -6.024234 -0.133 -0.264 0.060 0.122
H 1.879392 -3.090807 -2.308214 0.015 -0.505 -0.019 0.070
H 4.175722 -7.231637 -2.697504 0.340 0.418 -0.379 0.132
H -4.471498 -7.423907 4.248996 -0.369 -0.355 -0.207 0.097
C -1.296858 -3.682327 4.219026 -0.173 0.618 0.275 -0.084
C -2.617248 -0.637817 5.713596 1.440 0.290 0.341 -0.177
H 6.301742 0.064143 -4.047304 -0.878 -0.004 -0.388 0.088
H -2.031498 -1.608327 -2.551044 0.058 0.567 0.661 0.048
N -3.689498 -1.113497 -0.610944 -0.965 0.355 1.627 0.052
H -1.675478 1.653733 6.650916 -0.069 0.273 0.128 0.091
H 7.221872 3.304783 -0.066894 0.090 -0.267 -0.206 0.082
C -7.015048 1.652833 0.962116 -1.724 1.223 -0.263 -0.122
H 4.689262 1.759403 -5.326594 -0.075 -0.100 -0.207 0.082
H 0.830692 2.480583 -4.927194 -0.894 1.084 -0.404 0.111
C -0.256038 0.055223 0.884366 -1.586 0.787 0.025 -0.171
H -0.800958 -1.767637 -0.143154 0.502 0.048 -0.595 0.096
H -1.877258 7.130053 -4.021454 0.249 -0.335 -0.573 0.094
H -1.330838 3.124613 -0.925274 -0.129 0.425 -0.179 0.112
H 2.870252 0.714693 -3.511274 -1.357 -0.012 0.388 0.065
H 2.524692 -5.685817 -0.725114 -0.089 0.026 0.051 0.065
C 4.545992 2.738833 -4.870204 0.319 0.008 0.113 -0.117
H -3.339448 -4.348427 -1.627644 0.756 0.090 -0.288 0.128
H -4.283998 7.778823 -5.791104 0.241 0.299 -0.597 0.119
C 3.789822 -1.389157 1.646826 0.359 -1.049 1.477 -0.147
C 0.725212 -3.478227 0.913686 0.838 1.258 0.525 -0.075
H -6.842768 -10.974197 4.681866 0.110 0.452 0.663 0.075
C 8.308122 -0.132847 -5.338404 0.234 0.825 -0.176 -0.208
H -1.634168 1.446743 0.735726 -0.476 0.882 -0.701 0.021
H -2.760068 -0.947127 -0.252374 0.524 -0.583 0.122 0.031
C 2.925882 0.707953 -2.422714 0.225 -0.429 -0.685 -0.102
C -3.099438 10.078803 -4.558304 0.039 -0.499 -1.201 -0.108
H -3.478418 -0.270567 6.271806 0.406 0.777 0.747 0.129
H 1.315732 -3.597547 -3.943034 -0.125 -0.458 0.223 0.080
H 2.927582 2.162693 3.701056 -0.756 -0.407 0.534 0.089
H -1.352988 -1.655007 1.458946 -0.211 -0.165 0.478 0.115
C -4.673248 -5.448557 4.518466 2.636 -0.035 -1.010 -0.185
C 4.302792 -2.875437 1.511756 0.375 2.030 0.167 -0.231
H -3.188718 -1.242577 5.009466 0.618 -0.913 -0.290 0.094
H -5.664718 -11.188637 3.504606 -0.186 0.046 -0.782 0.088
H -1.599408 4.731753 -2.789694 0.266 -0.208 0.564 0.054
N 3.999922 -0.858107 3.060256 -0.165 -2.189 -1.246 -0.032
H 6.980642 2.456473 -7.101734 0.183 0.164 0.846 0.074
N -3.524858 5.799573 -6.016754 0.947 0.737 -0.715 0.042
H 1.683842 5.289663 5.646036 0.379 0.229 -0.110 0.092
C 3.204622 -6.767557 -2.525204 0.326 0.739 1.271 -0.423
C 2.382152 -7.993507 -2.171064 -0.109 0.029 0.856 -0.236
H -1.446268 -2.430297 8.281306 0.176 0.062 -0.291 0.078
H -3.026818 10.970303 -3.935354 -0.390 -0.402 0.377 0.096
H 0.294202 5.363633 4.650806 -0.461 -0.313 -0.311 0.081
C 6.284572 3.692503 -0.465934 -1.008 -0.705 0.868 -0.070
H -4.794448 7.453873 -3.442614 -0.103 0.141 -0.118 0.082
N -1.310598 0.728383 0.103766 1.263 -1.140 -0.166 -0.057
H -5.484988 6.219293 -4.513564 -0.007 -0.211 0.280 0.080
H 0.713872 0.445103 0.575546 0.389 -0.621 0.117 0.107
C -6.854388 -8.519637 4.758746 -0.211 0.935 -0.846 -0.216
H -1.035648 -2.624177 4.233166 -0.817 0.358 0.430 0.066
C 1.466952 -1.658247 6.782006 0.535 0.846 -0.691 -0.117
N -2.744308 1.295593 4.267516 -0.139 -0.436 -0.820 0.045
H 0.131532 -3.239257 -2.568584 -0.216 -0.560 -0.182 0.081
H 2.164582 -1.721847 3.728846 -0.436 0.055 0.167 0.101
H 6.624182 -0.219817 -1.717044 -0.325 0.465 0.162 0.110
O -3.994188 -3.965617 0.238806 0.453 0.939 -1.325 -0.206
H -1.159408 -0.107597 4.260586 0.072 0.123 -0.321 0.129
H -6.955078 -6.511687 5.552916 -0.045 -0.050 0.126 0.116
C -1.024948 1.344533 5.832806 0.954 -0.381 1.259 -0.049
H -2.551848 -5.793617 5.168396 0.187 0.056 -0.030 0.115
H -4.872098 1.472853 2.156726 0.093 -0.363 0.010 0.114
C 0.177802 -8.705427 -1.593044 -0.145 1.121 0.628 -0.092
H -1.569768 6.339553 -1.517594 0.057 -0.680 0.776 0.028
C -3.849948 -2.205687 -1.533014 1.477 -0.693 -0.136 -0.387
C -3.782878 4.293023 0.433186 -0.411 -0.245 0.142 -0.048
H -7.949028 2.131803 0.668236 -0.142 0.373 0.146 0.086
C 1.875522 2.752883 2.113886 0.731 -0.330 -0.488 -0.164
H -3.281218 5.215823 0.724526 0.446 -0.110 -0.200 0.077
H -3.836208 -0.179877 -0.967214 -0.737 -0.074 -0.602 0.064
H 2.843832 -6.733437 -4.459354 -0.167 0.130 -0.498 0.075
O -6.045238 2.666363 0.988096 -0.957 0.306 0.116 -0.176
C 0.402372 6.522093 -0.002814 0.677 0.123 -0.372 -0.193
H 5.132352 3.479383 -5.414144 0.295 -0.001 -0.062 0.086
C -1.491208 2.342563 -1.667424 -1.255 -0.662 -0.351 -0.280
C -6.479988 -7.012807 4.709546 0.772 -1.315 0.388 -0.183
O -1.619208 -1.300327 6.523026 -1.508 -0.160 1.159 -0.221
O -1.075398 2.643403 -2.951754 0.278 2.316 -0.997 -0.186
```
Positions in Å, forces in eV/Å.